(1)
Molecular formula: C44H53FN12S3SeTi
Method: DFT, wB97M-V/def2-TZVPD

Values from the calculation:
Energy = -6910.411145 a.u.
E_HOMO = -11.2986 eV
Net charge = +2
Orbital gap = 4.61 eV
Relative energy (zero: lowest compared OMol25 entry of this formula, charge and spin) = 31.6 kcal per mole
Maximum force = 1.1 eV/A

```
115
Properties=species:S:1:pos:R:3:forces:R:3:mulliken_charge:R:1
Ti 0.40632 -0.57724 1.20230 -0.7 0.2 0.8 -0.26
C -5.82827 -0.33858 -2.02261 0.2 0.0 0.1 -0.98
S -4.06760 -0.12892 -2.32746 0.2 0.2 -0.1 0.04
C -3.27690 -0.74707 -0.89078 0.1 -0.2 0.4 0.00
S -4.11606 -1.60818 0.28843 0.2 -0.2 -0.1 -0.27
N -2.01266 -0.34383 -0.82768 0.1 0.6 -0.5 -1.68
N -0.96075 -1.02016 -0.40449 -0.5 -0.8 -0.1 1.98
C -0.76623 -2.22344 -0.85786 0.0 0.1 -0.1 -1.13
C 0.48636 -2.88314 -0.59866 0.1 0.0 0.0 1.15
C 0.92090 -3.91722 -1.41529 0.0 -0.2 0.0 -1.20
C 2.17246 -4.45889 -1.20651 0.0 0.0 0.0 -0.68
C 2.94282 -3.97588 -0.15312 0.0 -0.1 -0.1 -1.40
C 2.44656 -2.95360 0.61852 -0.1 0.1 0.2 -0.21
N 1.24288 -2.38794 0.40478 0.0 -0.3 -0.4 1.45
H -6.32940 -0.00334 -2.93070 0.1 0.0 0.0 0.40
H -6.12676 0.27165 -1.17436 -0.1 0.0 0.0 0.29
H -6.04821 -1.38298 -1.83358 -0.1 0.0 0.0 0.34
H -1.47954 -2.66125 -1.54221 -0.1 0.0 -0.1 0.52
H 0.27889 -4.25963 -2.21686 0.0 0.0 0.0 0.58
H 2.55012 -5.24224 -1.85219 0.0 0.0 0.0 0.50
H 3.92262 -4.37921 0.06236 0.0 0.0 0.0 0.56
H 3.03419 -2.57247 1.43693 0.0 0.1 0.1 0.39
C 4.98122 2.62534 2.94271 -0.1 0.0 0.1 -1.74
C 3.44796 2.76952 2.81340 0.1 -0.3 -0.2 0.37
C 3.09035 3.09208 1.34960 -0.1 0.1 0.2 -1.27
C 2.79422 1.62530 3.64552 0.0 0.0 -0.2 0.07
C 2.77230 1.95337 5.00271 0.0 0.1 0.0 -0.35
C 2.46360 1.04954 5.99853 0.0 0.0 0.0 -1.52
C 2.24604 -0.27049 5.65959 -0.1 0.0 0.1 -0.09
C 2.20142 -0.66934 4.33079 0.0 -0.1 -0.3 0.31
C 2.12628 -2.17254 4.06913 0.2 0.2 0.3 2.24
C 1.30324 -2.93406 5.11853 0.0 0.0 -0.1 -2.12
C 3.54909 -2.75448 4.05914 0.0 0.0 0.0 -1.72
C 2.37560 0.30342 3.30763 0.0 0.0 0.2 -1.12
N 2.10044 -0.07641 1.92660 0.2 -0.2 0.0 2.42
C 3.19752 -0.10797 1.04070 0.2 0.1 0.0 0.04
C 4.53069 -0.24348 1.40095 0.0 -0.1 0.1 -1.64
C 5.50487 -0.34287 0.41622 0.1 0.0 0.0 -1.34
C 5.17147 -0.27691 -0.93162 0.1 0.0 0.0 -0.86
C 3.84321 -0.11443 -1.31289 0.0 0.0 -0.3 -1.03
C 2.92349 -0.05095 -0.30981 0.0 0.1 0.0 1.57
F 1.57482 0.09697 -0.59698 -0.4 0.0 0.3 0.19
H 5.45497 3.58616 2.73248 0.0 -0.1 0.0 0.51
H 5.37173 1.90048 2.22932 0.0 0.1 0.0 0.40
H 5.27358 2.31863 3.94866 0.0 0.0 0.0 0.36
H 3.18971 3.66931 3.37009 0.0 0.0 0.1 0.92
H 2.88716 2.22986 0.72541 0.0 0.0 0.0 0.06
H 3.93573 3.61897 0.90107 -0.1 0.0 0.0 0.56
H 2.23691 3.76683 1.28848 -0.1 -0.1 0.0 0.20
H 3.03574 2.96749 5.28493 0.0 -0.1 0.0 0.55
H 2.44156 1.36461 7.03484 0.0 0.0 -0.1 0.47
H 2.10561 -1.00670 6.44153 0.0 0.1 -0.1 0.44
H 1.67694 -2.34225 3.10041 -0.1 -0.1 -0.2 -1.11
H 1.89478 -3.11685 6.01910 -0.1 0.0 0.0 0.58
H 1.00691 -3.90776 4.72123 0.1 0.0 0.0 0.38
H 0.40029 -2.39493 5.40316 0.0 0.0 0.0 0.40
H 4.03382 -2.55637 5.01842 0.0 0.0 -0.1 0.39
H 4.17561 -2.32188 3.27631 0.0 0.0 0.0 0.43
H 3.51424 -3.83839 3.91299 0.0 0.1 0.0 0.41
H 4.79220 -0.27065 2.45024 0.0 0.0 0.0 1.06
H 6.54117 -0.46695 0.70677 -0.1 0.0 0.0 0.57
H 5.93958 -0.34652 -1.69197 0.0 0.0 0.1 0.46
H 3.54000 -0.02728 -2.35046 0.0 0.0 0.1 0.63
C -2.14012 1.35109 1.40350 -0.2 0.3 0.2 -0.71
N -2.77075 2.52419 1.95924 0.2 0.0 0.2 0.25
C -3.01523 2.33124 3.38905 0.1 -0.1 -0.1 -0.72
N -1.75329 2.08969 4.10359 0.0 0.1 -0.1 0.19
C -1.12728 0.90269 3.57997 0.0 0.4 0.0 -0.62
N -0.80357 1.02411 2.08577 -0.1 0.1 0.2 2.07
C 0.03131 2.28409 1.93776 -0.3 0.4 -0.1 -1.04
N -0.61327 3.45880 2.47072 -0.2 0.0 0.0 0.25
C -1.88853 3.68284 1.77685 0.0 -0.2 0.0 -0.66
C -0.87697 3.25061 3.89896 0.0 -0.1 -0.1 -0.75
H -1.94182 1.52677 0.35466 0.1 0.0 -0.2 0.47
H -2.79545 0.49278 1.53030 0.0 -0.2 0.0 -0.50
H -3.68287 1.47887 3.52928 0.0 0.0 0.0 0.32
H -3.48884 3.22117 3.80097 0.0 0.0 0.0 0.35
H -1.80272 0.07092 3.70372 -0.1 -0.2 -0.1 0.34
H -0.20461 0.70574 4.12450 0.1 0.0 0.0 -0.26
H 0.22846 2.43164 0.87828 0.0 0.0 -0.2 0.35
H 0.94027 2.14050 2.48352 0.4 -0.1 0.1 -0.64
H -1.70205 3.83203 0.71246 0.0 0.0 0.0 0.34
H -2.36865 4.57027 2.18664 0.0 0.0 0.0 0.38
H -1.36165 4.13677 4.30525 0.0 0.0 0.0 0.36
H 0.06550 3.08429 4.42333 0.0 0.0 0.0 0.27
C 0.36444 5.33337 -3.52315 0.0 0.1 -0.1 -0.95
N -0.72949 4.43797 -3.85005 0.1 0.1 -0.1 0.39
C -0.99097 3.25188 -3.25892 -0.1 0.2 -0.1 0.18
Se -0.06681 2.44817 -1.88481 0.2 0.0 0.0 -0.62
N -2.06917 2.73790 -3.88183 -0.1 0.1 -0.2 0.20
C -2.52059 3.59239 -4.88759 0.0 -0.2 0.1 0.28
C -3.57008 3.51152 -5.78786 -0.1 -0.1 0.0 -0.69
C -3.72775 4.57338 -6.66404 0.0 0.0 0.0 -0.52
C -2.86579 5.67335 -6.63877 0.0 0.0 0.0 -0.63
C -1.81445 5.74530 -5.73922 0.1 0.1 0.0 -0.55
C -1.66134 4.67996 -4.86700 0.2 0.0 0.2 0.50
H 0.94448 4.89385 -2.71842 0.0 0.0 0.0 0.22
H -0.02437 6.30109 -3.20739 0.0 0.0 0.0 0.36
H 1.00226 5.47380 -4.39596 0.0 0.0 0.0 0.35
H -2.48100 1.86458 -3.61333 -0.1 -0.2 0.1 -0.04
H -4.23471 2.65627 -5.80617 0.0 0.1 0.0 0.41
H -4.53482 4.55109 -7.38483 0.0 0.0 0.0 0.40
H -3.02365 6.48390 -7.33766 0.0 0.0 0.0 0.40
H -1.14406 6.59703 -5.71944 -0.1 -0.1 0.0 0.44
S -0.88170 -2.17441 2.71889 0.4 0.7 0.3 -0.50
C -2.09721 -3.26771 2.19792 0.1 -0.4 -0.5 0.12
N -3.18918 -3.36054 2.99128 -0.1 -0.2 -0.1 0.25
C -4.22522 -4.17266 2.69400 0.0 0.1 0.3 -0.19
C -4.14199 -4.97766 1.60256 0.0 -0.1 -0.2 -0.77
C -2.93279 -4.95089 0.90473 0.1 0.1 0.0 0.01
N -1.94218 -4.11818 1.18934 0.0 0.1 -0.1 -0.18
H -3.21809 -2.77754 3.81545 -0.1 0.2 0.0 0.25
H -5.07543 -4.15262 3.36173 0.0 0.1 0.0 0.46
H -4.96146 -5.61632 1.31039 0.1 0.0 0.1 0.46
H -2.75821 -5.63967 0.08455 0.0 0.1 0.0 0.49
```
Forces are in eV/Å.

=====

(2)
Molecular formula: C44H53GeNO2PRuSeTe
Method: DFT, wB97M-V/def2-TZVPD

Values from the calculation:
Energy = -7095.664500 a.u.
E_HOMO (spin up / spin down) = -12.9231 / -13.4130 eV
Spin multiplicity = 6
Net charge = +2
Orbital gap (spin up / spin down) = 7.55 / 6.12 eV
Relative energy (zero: lowest compared OMol25 entry of this formula, charge and spin) = 16.4 kcal per mole
Maximum force = 0.8 eV/A

```
105
Properties=species:S:1:pos:R:3:forces:R:3:lowdin_spin:R:1
Ru 0.33268 -0.16738 0.48235 -0.6 0.0 0.3 2.22
O 2.65982 -1.12007 0.97646 0.1 -0.1 0.0 0.22
C 2.34854 -0.01233 0.61512 0.1 0.2 0.0 0.08
C 3.20683 1.17357 0.47950 0.0 -0.2 0.0 0.02
C 4.59359 1.13290 0.43042 0.1 0.0 0.0 0.00
C 5.28246 2.32672 0.28312 0.0 0.0 0.0 0.00
C 4.58845 3.53164 0.20919 -0.1 0.0 0.0 0.00
C 3.19837 3.56631 0.28860 0.1 0.1 0.1 0.00
C 2.50996 2.37283 0.43032 -0.2 0.2 -0.1 0.00
P 0.71665 2.14980 0.58897 0.4 0.2 0.5 0.06
C -0.10606 3.56053 -0.14209 -0.1 -0.1 -0.1 0.01
C -0.11442 4.77548 0.54802 0.0 0.0 0.0 0.00
C -0.68325 5.89122 -0.04430 0.0 0.0 0.0 0.00
C -1.24603 5.79779 -1.31288 0.0 0.0 0.0 0.00
C -1.23932 4.59153 -1.99816 0.0 -0.1 0.0 0.00
C -0.66774 3.46992 -1.41401 0.0 0.1 0.0 0.00
C 0.31869 2.14275 2.37107 0.0 0.0 -0.1 0.03
C -0.96507 2.50182 2.79872 0.1 0.0 -0.1 0.03
C -1.31073 2.38090 4.13353 0.0 0.0 0.0 0.01
C -0.39049 1.88664 5.05258 0.0 0.0 0.0 0.03
C 0.88059 1.52160 4.63558 0.0 0.0 0.0 0.00
C 1.23654 1.64641 3.29936 0.0 0.0 0.0 0.03
H 5.11702 0.18640 0.48797 0.0 0.0 0.0 0.00
H 6.36226 2.32113 0.21514 0.0 0.0 0.0 0.00
H 5.13670 4.45703 0.08770 0.0 0.0 0.0 0.00
H 2.67253 4.51102 0.23240 0.0 0.0 0.0 0.00
H 0.31086 4.84909 1.54191 0.0 0.0 0.0 0.00
H -0.69096 6.83512 0.48524 0.0 0.0 0.0 0.00
H -1.69152 6.67314 -1.76847 0.0 0.0 0.0 0.00
H -1.67726 4.52411 -2.98554 0.0 0.0 0.0 0.00
H -0.65156 2.53162 -1.95264 0.0 -0.1 0.0 0.00
H -1.68516 2.88920 2.08840 0.0 0.0 0.0 0.00
H -2.29752 2.67967 4.46326 0.0 0.0 0.0 0.00
H -0.66214 1.80297 6.09710 0.0 0.0 0.0 0.00
H 1.60432 1.15329 5.35117 0.0 0.0 0.0 0.00
H 2.24200 1.38523 2.99542 0.0 0.0 0.0 0.00
C -2.21580 -0.13299 -1.91272 0.0 0.1 0.0 0.04
C -2.63933 -0.11811 -0.46306 0.2 -0.1 0.3 0.07
O -3.86918 -0.19660 -0.22623 0.0 0.1 0.1 0.25
N -1.72466 -0.06428 0.51242 -0.2 0.0 -0.7 0.50
Te -3.31902 -0.08809 2.21434 0.0 -0.2 0.2 0.71
C -4.75020 0.13456 3.84580 0.1 0.1 -0.2 0.25
C -5.97623 0.71895 3.53119 0.0 -0.1 0.0 0.03
C -6.37224 1.25830 2.17602 0.0 -0.1 0.1 0.02
C -6.92507 0.75239 4.55250 -0.1 0.1 0.0 0.01
C -6.66465 0.25764 5.82192 0.0 0.0 0.0 0.01
C -7.69992 0.32880 6.91219 0.1 0.0 0.0 0.00
C -5.40480 -0.28280 6.08242 0.0 0.0 0.1 0.01
C -4.41174 -0.34582 5.11664 0.0 0.0 0.0 0.04
C -3.06620 -0.92698 5.47951 -0.1 0.0 -0.1 0.02
C -3.04457 -2.15897 2.35971 -0.1 0.1 0.0 0.02
C -4.13370 -3.00009 2.09324 -0.1 0.0 0.0 0.01
C -5.51076 -2.50561 1.71523 0.2 0.0 0.1 0.01
C -3.92930 -4.37182 2.20834 0.0 0.0 0.0 0.00
C -2.70808 -4.91181 2.59054 0.0 -0.1 0.0 0.01
C -2.52241 -6.39886 2.74072 0.0 0.1 0.0 0.00
C -1.65844 -4.03793 2.85640 0.1 -0.1 0.0 0.00
C -1.79435 -2.66081 2.74253 0.1 0.0 0.1 0.01
C -0.58185 -1.81916 3.08699 -0.3 0.0 0.0 0.04
H -2.81083 0.60887 -2.44512 0.0 0.0 0.0 0.00
H -2.43776 -1.11191 -2.33602 0.0 0.0 0.0 0.00
H -1.15757 0.08336 -2.04564 0.0 0.0 0.0 0.01
H -5.55168 1.32174 1.46269 0.1 0.0 0.0 0.01
H -6.79653 2.25721 2.27730 0.0 0.0 0.0 0.00
H -7.13782 0.62298 1.72650 0.0 0.0 0.0 0.00
H -7.89895 1.18218 4.33697 0.1 0.0 0.0 0.00
H -8.67710 0.60226 6.51867 0.0 0.0 0.0 0.00
H -7.41619 1.07448 7.65767 0.0 0.0 0.0 0.00
H -7.79126 -0.62774 7.42829 0.0 0.0 0.0 0.00
H -5.18242 -0.65755 7.07688 0.0 0.0 0.0 0.00
H -2.88537 -0.81331 6.54690 0.0 0.0 0.0 0.00
H -2.24694 -0.42976 4.95578 0.0 0.0 0.0 0.01
H -3.01908 -1.99244 5.24278 0.0 0.0 0.0 0.00
H -5.47432 -1.67874 1.00583 0.0 0.1 0.0 0.00
H -6.06089 -2.17798 2.60086 0.0 0.0 0.0 0.00
H -6.08304 -3.30529 1.24916 0.0 0.0 0.0 0.00
H -4.76072 -5.03726 1.99974 0.0 0.0 0.0 0.00
H -3.36536 -6.94924 2.32724 0.0 0.0 0.0 0.00
H -2.42959 -6.66927 3.79444 0.0 0.0 0.0 0.00
H -1.61417 -6.73605 2.23886 0.0 0.0 0.0 0.00
H -0.70242 -4.44152 3.18352 -0.1 0.0 0.0 0.00
H 0.22477 -1.99820 2.37287 0.2 -0.1 -0.2 0.01
H -0.17310 -2.11096 4.05573 0.0 0.0 0.0 0.00
H -0.77729 -0.74624 3.13310 -0.1 0.1 0.0 0.02
C 4.08502 -3.74056 -0.27178 0.1 0.1 0.0 0.00
Ge 2.49527 -4.44611 0.58249 0.0 0.0 0.0 0.00
C 2.43134 -6.37232 0.34116 0.0 -0.1 0.0 0.00
C 2.38148 -3.97832 2.46253 0.0 0.0 0.2 0.00
C 0.78643 -3.95734 -0.30709 -0.1 0.0 0.0 0.02
Se 0.23253 -2.24163 -1.02769 0.1 -0.1 -0.3 0.09
C 1.71154 -1.92236 -2.24317 0.0 0.0 0.1 0.01
H 4.94267 -4.21483 0.20985 0.0 0.0 -0.1 0.00
H 4.17716 -2.66107 -0.14788 0.0 -0.1 0.0 0.00
H 4.11440 -3.99778 -1.33165 0.0 0.0 0.0 0.00
H 3.24598 -6.85754 0.88226 0.0 0.0 0.0 0.00
H 2.53029 -6.62126 -0.71710 0.0 0.0 0.1 0.00
H 1.48785 -6.78048 0.70954 0.0 0.0 0.0 0.00
H 3.27691 -4.33362 2.97680 -0.1 0.0 0.0 0.00
H 1.51701 -4.45993 2.92494 0.1 0.0 0.0 0.00
H 2.31495 -2.89999 2.59829 0.0 -0.1 0.1 0.00
H -0.02218 -4.22576 0.37563 -0.1 0.0 0.0 0.00
H 0.69554 -4.61929 -1.17092 -0.1 0.0 0.0 0.00
H 2.64906 -2.01351 -1.70384 0.0 0.0 0.0 0.00
H 1.60035 -0.92283 -2.65336 0.0 0.0 0.0 0.00
H 1.65403 -2.65588 -3.04209 0.0 0.0 0.0 0.00
```
Forces are in eV/Å.